[1]
{
  "formula": "C45H109N7O13",
  "method": "ωB97M-V with the def2-TZVPD basis set",
  "total_energy_ev": -85465.07736,
  "homo_lumo_gap_ev": 8.566,
  "de_lowest_ev": 5.5997,
  "max_force_ev_per_a": 4.35,
  "species": ["C", "C", "C", "C", "C", "C", "C", "C", "C", "N", "O", "H", "H", "H", "H", "H", "H", "H", "H", "H", "H", "H", "H", "H", "H", "H", "H", "H", "H", "H", "C", "O", "C", "C", "N", "C", "C", "O", "C", "H", "H", "H", "H", "H", "H", "H", "H", "H", "H", "H", "H", "H", "H", "H", "C", "O", "C", "C", "N", "C", "C", "O", "C", "H", "H", "H", "H", "H", "H", "H", "H", "H", "H", "H", "H", "H", "H", "H", "C", "O", "C", "C", "N", "C", "C", "O", "C", "H", "H", "H", "H", "H", "H", "H", "H", "H", "H", "H", "H", "H", "H", "H", "C", "O", "C", "C", "N", "C", "C", "O", "C", "H", "H", "H", "H", "H", "H", "H", "H", "H", "H", "H", "H", "H", "H", "H", "C", "O", "C", "C", "N", "C", "C", "O", "C", "H", "H", "H", "H", "H", "H", "H", "H", "H", "H", "H", "H", "H", "H", "H", "C", "O", "C", "C", "N", "C", "C", "O", "C", "H", "H", "H", "H", "H", "H", "H", "H", "H", "H", "H", "H", "H", "H", "H"],
  "positions_angstrom": [[-0.7425, 0.5540, -2.3939], [-0.7394, -0.1159, -1.0066], [-2.1963, -0.3112, -0.4590], [-0.1696, -1.5160, -1.2426], [1.2804, -1.6170, -1.4247], [2.0049, -0.7888, -0.3136], [1.5402, 0.6212, -0.1581], [1.9883, 1.0494, 1.2260], [2.2218, 1.4848, -1.2348], [0.0188, 0.6920, 0.0070], [-0.7320, 1.8868, 0.4218], [0.2032, 0.2440, -2.8384], [-1.5857, 0.1885, -2.9800], [-0.6690, 1.6381, -2.3081], [-2.8987, -0.9391, -1.0073], [-2.3255, -0.7113, 0.5466], [-2.7774, 0.6109, -0.4490], [-0.4979, -2.1878, -0.4495], [-0.7061, -1.8069, -2.1457], [1.6560, -2.6214, -1.2295], [1.5404, -1.3162, -2.4396], [3.0749, -0.7311, -0.5134], [1.9479, -1.2555, 0.6698], [3.0615, 0.8815, 1.3156], [1.4454, 0.6459, 2.0808], [1.8106, 2.1224, 1.2983], [1.9906, 2.5500, -1.2238], [1.9975, 1.2643, -2.2784], [3.2988, 1.3655, -1.1169], [-1.3147, 1.5681, 1.1150], [-1.1161, -6.3016, 5.2801], [-0.4091, -5.1825, 5.8471], [-0.0897, -4.0317, 4.9929], [0.8012, -3.0077, 5.7648], [1.1077, -1.9091, 4.8616], [2.0001, -0.8039, 5.3805], [3.4615, -1.1490, 5.2121], [3.7442, -1.3208, 3.7465], [5.0268, -1.9449, 3.5133], [-1.2377, -7.0519, 6.0613], [-0.5858, -6.7847, 4.4594], [-2.0197, -5.9314, 4.7956], [-0.9102, -3.4547, 4.5663], [0.5193, -4.4352, 4.1840], [1.7419, -3.4526, 6.0890], [0.3405, -2.6811, 6.6971], [1.5250, -2.2583, 4.0107], [1.9916, -0.6302, 6.4565], [1.7771, 0.1014, 4.8160], [3.6730, -2.0897, 5.7207], [4.0958, -0.3943, 5.6770], [5.0380, -2.8540, 4.1146], [5.7575, -1.2838, 3.9792], [5.1276, -2.2247, 2.4646], [8.9221, 2.9078, -0.0705], [8.3627, 1.7715, -0.6233], [9.1253, 1.2020, -1.7247], [8.6916, -0.1334, -2.2507], [7.6258, -0.0569, -3.2303], [6.4068, 0.6052, -2.7548], [5.4278, 0.8768, -3.8802], [6.0604, 2.0664, -4.4530], [5.2461, 2.6141, -5.5304], [9.7536, 2.5549, 0.5396], [8.1914, 3.4363, 0.5419], [9.4219, 3.5767, -0.7711], [10.1131, 0.9820, -1.3199], [9.2736, 2.0951, -2.3317], [8.4407, -0.7451, -1.3841], [9.5122, -0.6911, -2.7021], [8.0181, 0.5584, -3.9286], [6.7482, 1.6093, -2.5030], [5.9539, 0.1312, -1.8840], [4.4497, 0.9384, -3.4029], [5.3668, 0.0964, -4.6387], [4.9290, 1.9081, -6.2980], [5.6918, 3.4263, -6.1047], [4.3073, 2.9902, -5.1239], [-7.0946, 5.3206, 5.8987], [-6.3961, 4.8522, 4.7281], [-7.1654, 4.3292, 3.6153], [-6.3016, 3.9447, 2.3672], [-5.5240, 5.0076, 1.7019], [-4.7712, 4.4420, 0.6015], [-3.5419, 3.7360, 1.0787], [-2.8393, 4.5344, 1.9683], [-2.2472, 5.7931, 1.4888], [-7.9899, 5.8477, 5.5693], [-6.5345, 6.1271, 6.3720], [-7.2581, 4.5134, 6.6128], [-7.8913, 5.1272, 3.4596], [-7.5668, 3.3440, 3.8528], [-7.1134, 3.7562, 1.6646], [-5.6992, 3.0450, 2.4924], [-4.8184, 5.3207, 2.3531], [-4.4837, 5.2889, -0.0216], [-5.2989, 3.6892, 0.0159], [-2.9879, 3.3904, 0.2059], [-3.7731, 2.7884, 1.5653], [-2.5289, 6.5072, 2.2625], [-2.5540, 6.1859, 0.5195], [-1.1918, 5.7021, 1.7456], [-5.3777, -4.4805, 2.4244], [-4.4952, -4.9572, 1.3786], [-3.5996, -4.0905, 0.9078], [-2.4541, -3.8776, 1.8916], [-1.8729, -5.1551, 2.1187], [-0.7244, -5.3451, 1.2919], [0.0698, -6.5899, 1.3940], [-0.7675, -7.6774, 1.0748], [-1.5093, -8.2642, 2.0830], [-6.0145, -5.2301, 2.8942], [-6.1467, -3.7534, 2.1634], [-4.7594, -4.2219, 3.2839], [-3.9115, -3.1172, 0.5291], [-3.1106, -4.4814, 0.0155], [-2.8199, -3.4234, 2.8125], [-1.7393, -3.1319, 1.5436], [-2.5771, -5.8702, 2.0053], [-0.0445, -4.4967, 1.3696], [-0.9865, -5.3580, 0.2339], [0.6214, -6.6020, 2.3341], [0.8792, -6.4542, 0.6767], [-1.9852, -9.1342, 1.6304], [-2.3965, -7.7785, 2.4893], [-0.8991, -8.5918, 2.9247], [2.2642, -6.9646, -2.1714], [1.2971, -5.9852, -1.7676], [0.3506, -5.4329, -2.7525], [-0.8937, -6.3537, -2.8029], [-0.8519, -7.4698, -3.7443], [-1.1793, -7.0732, -5.1086], [-2.6918, -6.8997, -5.3817], [-3.2753, -5.7550, -4.8688], [-4.6029, -5.5552, -5.3110], [2.8181, -7.2098, -1.2652], [3.0068, -6.5049, -2.8236], [1.6989, -7.7870, -2.6096], [0.8152, -5.2599, -3.7233], [0.1899, -4.4365, -2.3406], [-1.7966, -5.7504, -2.7085], [-0.8073, -6.8727, -1.8483], [-1.4748, -8.1620, -3.3533], [-0.9259, -7.8861, -5.7892], [-0.6157, -6.2398, -5.5280], [-3.1037, -7.8010, -4.9277], [-2.7702, -7.0641, -6.4563], [-5.3224, -6.1997, -4.8060], [-4.7978, -5.6614, -6.3781], [-5.0449, -4.6064, -5.0069], [-0.6474, 4.6808, -3.7509], [-0.1680, 5.7367, -2.9379], [-1.0323, 6.8942, -2.9241], [-0.2632, 7.9156, -2.0174], [-0.8365, 9.2817, -2.1323], [-0.0869, 10.3301, -1.4388], [-1.0252, 11.5629, -1.2525], [-2.2805, 11.0438, -0.7712], [-2.3410, 10.7897, 0.6022], [-0.9033, 5.0831, -4.7310], [-1.5125, 4.1343, -3.3754], [0.0560, 3.8895, -4.0101], [-1.9543, 6.7612, -2.3582], [-1.0889, 7.2780, -3.9427], [0.8069, 7.9943, -2.2095], [-0.4454, 7.5306, -1.0140], [-1.7993, 9.2457, -1.8295], [0.8147, 10.6648, -1.9518], [0.3026, 10.0053, -0.4739], [-1.1466, 11.9684, -2.2570], [-0.5908, 12.3204, -0.6003], [-1.9537, 11.6221, 1.1897], [-1.7200, 9.9752, 0.9752], [-3.4051, 10.6193, 0.7656]],
  "forces_ev_per_a": [[0.5, 0.0, 0.6], [-1.3, 0.9, 0.8], [-0.7, 0.6, -0.1], [-1.7, -0.2, 0.6], [2.0, 0.4, 1.1], [-0.5, -1.0, -0.9], [-1.7, 2.1, 1.4], [0.8, 1.6, 0.1], [-0.2, 0.6, -0.4], [-0.7, -2.6, -0.8], [2.0, -0.5, -1.5], [-0.2, 0.1, -0.5], [0.1, 0.3, -0.2], [-0.6, 0.0, -0.1], [0.7, -0.4, -0.8], [0.9, 0.0, 0.3], [0.4, 0.5, 0.0], [0.0, 0.0, 0.2], [0.0, -0.5, -0.1], [-0.3, -0.3, -0.6], [0.5, 0.1, 0.1], [0.1, 0.0, -0.1], [-0.4, -0.5, -0.1], [0.1, 0.0, 0.3], [0.0, -0.6, -0.4], [0.2, 0.2, 0.1], [-0.1, 0.1, 0.7], [-0.1, -0.7, 0.1], [0.1, 0.2, 0.0], [0.2, -0.3, 0.3], [0.6, 1.2, -0.6], [0.0, 0.9, -0.2], [1.1, -0.9, 1.0], [0.3, -0.7, -0.2], [-0.2, 1.6, 0.8], [0.3, -1.4, -0.9], [0.4, -0.6, -2.2], [0.0, 0.1, 1.5], [-1.4, 0.2, 1.6], [-0.3, 0.4, 0.1], [0.5, 0.1, 0.0], [-0.5, -0.3, 0.4], [-0.5, -0.5, 0.2], [0.0, 0.1, -0.4], [0.1, -0.7, 0.1], [-0.4, 0.3, -0.2], [0.1, 0.0, -0.1], [-1.1, 0.0, 0.1], [-0.1, 0.1, 0.2], [0.1, -0.3, 0.0], [0.2, 0.3, -0.3], [0.2, -0.4, -0.1], [0.6, 0.0, -0.8], [0.2, 0.6, 0.1], [1.2, -0.3, 0.6], [-1.4, -1.6, -1.1], [1.5, 1.4, 2.2], [-1.1, 0.2, 0.0], [-0.3, -1.0, -0.1], [0.9, 0.3, -0.3], [1.6, 0.2, 0.3], [-2.2, 0.0, -1.7], [-0.4, -0.2, 0.5], [0.2, 0.3, 0.7], [0.0, -0.1, -0.2], [-0.4, 0.3, -0.5], [0.5, 0.2, 0.3], [-0.1, -0.6, -1.3], [-0.4, 0.0, 0.1], [0.3, 0.4, -0.1], [-0.3, 0.0, -0.5], [-0.7, 0.2, 0.8], [0.2, -0.3, -0.1], [-0.4, 1.0, -0.4], [0.2, -0.1, 0.0], [0.4, -0.7, 0.1], [0.7, 0.0, 0.6], [-0.1, 0.2, 0.3], [0.2, 0.1, -1.5], [0.7, -0.3, 0.1], [1.8, 0.3, 0.8], [-1.0, 1.7, 0.0], [-0.9, -0.5, 0.7], [0.0, 0.2, -0.1], [0.3, -0.5, -0.8], [1.0, 0.9, 0.0], [-0.3, -0.8, 2.3], [-0.6, -0.4, 0.2], [0.6, -0.3, -0.1], [-0.3, 0.0, -0.1], [-0.4, -0.5, -0.8], [-0.7, 0.2, 0.4], [0.0, -0.6, -0.2], [-0.2, -0.2, 0.5], [0.0, 0.3, 0.3], [0.0, -0.2, -0.4], [-0.6, 0.4, -0.2], [0.6, 0.3, -0.3], [-0.2, 0.1, 0.6], [-0.6, 0.4, -0.2], [0.3, -0.5, -0.1], [0.3, -0.1, -1.2], [0.6, -0.5, 0.7], [-3.8, -1.8, 1.2], [3.0, 2.8, -1.2], [-1.0, 0.7, 0.1], [1.1, -0.5, 1.4], [0.3, 0.6, -1.4], [0.3, 0.6, 0.6], [0.7, 0.1, -0.6], [-0.7, -1.4, 0.4], [0.4, -1.0, -0.8], [0.7, 0.7, -0.6], [-0.1, 0.9, -0.1], [-1.1, 0.3, 0.3], [-0.2, -0.7, -0.2], [-0.2, -0.1, 0.3], [0.2, -0.2, -0.4], [0.1, 0.0, -0.2], [0.1, 0.2, 0.4], [-0.4, 0.3, -0.6], [-0.4, -0.9, 0.7], [-0.3, -0.6, -0.5], [0.4, -0.4, 0.0], [0.2, 1.0, 0.0], [0.2, 0.0, 0.1], [-0.9, 1.0, 0.2], [0.0, 0.7, -0.4], [0.9, -1.1, 0.8], [1.1, 0.1, 1.6], [0.6, 1.7, -0.4], [-1.2, -0.6, -0.3], [1.3, -1.4, 0.0], [-0.5, 1.1, -0.4], [-1.2, -0.1, 0.6], [-0.3, -0.4, 0.0], [-0.1, -0.2, -0.5], [0.6, -0.3, -0.1], [0.2, -0.3, -0.2], [-0.6, -0.1, 0.0], [-0.4, 0.0, -0.7], [-0.2, 0.2, 0.4], [-0.1, -0.3, -0.6], [0.2, -0.3, 0.1], [0.2, 0.3, 0.7], [-0.6, -0.2, 0.1], [-0.6, 0.6, -0.4], [0.2, -0.9, 0.1], [0.6, -0.1, -0.2], [1.0, 0.5, 0.0], [-0.4, 0.2, -0.9], [-0.6, -0.5, 0.2], [2.7, 0.6, 0.8], [-1.0, 0.7, -0.3], [0.8, -0.7, -0.6], [-0.6, 0.4, 0.5], [0.2, -2.1, -0.3], [0.6, 1.1, -0.8], [0.0, 0.3, 0.3], [-0.4, 0.2, -0.2], [-0.3, 0.3, 0.4], [0.8, 0.4, 0.7], [-0.5, -0.5, -0.7], [-0.7, 0.0, 0.0], [-0.1, -0.4, -0.2], [0.6, -0.1, 0.4], [0.0, 0.4, 0.2], [-0.1, -0.2, -0.6], [-0.2, -0.2, 0.5], [-0.6, 0.2, 0.2], [-0.1, 0.0, 0.2], [-0.4, 0.5, 0.0], [-0.1, -0.7, -0.4], [0.2, -0.1, 0.6]],
  "mulliken_charge": [-2.008, 2.383, -2.207, -0.785, -0.826, -1.177, 2.004, -2.349, -1.742, 0.221, -0.307, 0.305, 0.514, 0.328, 0.428, 0.564, 0.430, -0.831, 0.717, 0.452, 0.326, 0.441, 0.190, 0.414, 0.524, 0.433, 0.430, 0.305, 0.444, 0.293, -0.348, -0.454, 0.085, -0.762, -0.136, -0.872, -0.660, -0.139, -0.808, 0.342, 0.050, 0.148, 0.155, 0.009, 0.349, 0.421, 0.172, 0.435, 0.281, 0.417, 0.447, 0.321, 0.317, 0.209, -0.785, -0.230, -0.476, -1.002, -0.403, -0.675, -0.139, -0.299, -0.772, 0.318, 0.223, 0.309, 0.447, 0.400, 0.344, 0.397, 0.327, 0.416, 0.427, -0.043, 0.397, 0.314, 0.267, 0.260, -0.693, -0.301, -0.601, -0.407, -0.357, -1.036, 0.232, -0.437, -0.891, 0.300, 0.239, 0.244, 0.401, 0.297, 0.317, 0.285, 0.291, 0.285, 0.451, 0.085, 0.294, 0.349, 0.307, 0.394, -0.724, -0.393, -0.250, -1.092, 0.566, -0.339, -0.554, -0.350, -0.746, 0.297, 0.313, 0.262, 0.492, 0.028, 0.278, 0.373, 0.237, 0.183, -0.014, 0.318, 0.170, 0.307, 0.272, 0.319, -0.894, -0.158, 0.388, -0.634, -0.218, -0.784, -0.572, -0.183, -0.870, 0.242, 0.278, 0.347, 0.592, -0.731, 0.357, 0.258, 0.271, 0.415, 0.294, 0.324, 0.423, 0.347, 0.321, 0.264, -0.760, -0.226, -0.452, -0.583, -0.305, -0.601, -0.566, -0.367, -0.657, 0.357, 0.275, 0.257, 0.162, 0.399, 0.396, 0.174, 0.297, 0.394, 0.327, 0.321, 0.354, 0.320, 0.254, 0.232]
}

=====

[2]
{
  "formula": "C6H15NOS",
  "method": "ωB97M-V with the def2-TZVPD basis set",
  "total_energy_ev": -20832.44229,
  "homo_lumo_gap_ev": [9.281, 6.385],
  "de_lowest_ev": 5.9150,
  "max_force_ev_per_a": 2.95,
  "species": ["C", "C", "C", "C", "C", "C", "N", "O", "S", "H", "H", "H", "H", "H", "H", "H", "H", "H", "H", "H", "H", "H", "H", "H"],
  "positions_angstrom": [[0.6729, -1.6974, 0.3522], [0.7260, -0.9521, 2.7593], [0.2106, 1.5954, -0.0403], [-0.8652, 0.5799, -3.6476], [0.8069, -0.4485, 1.2888], [-0.2785, 0.6199, 0.8906], [-0.1132, 0.2527, -2.4296], [-0.8247, -0.5523, -1.6632], [-1.9562, 0.6025, 1.3733], [0.4537, -1.3225, -0.6758], [-0.1270, -2.2625, 0.8371], [1.5169, -2.4585, 0.3970], [1.3871, -1.8158, 2.9017], [0.8847, -0.2632, 3.5356], [-0.2212, -1.3195, 3.0184], [1.2241, 1.7387, 0.0687], [-0.2088, 2.5796, -0.0393], [0.1774, 1.2472, -1.1477], [-0.3910, 1.4297, -4.0375], [-0.6342, -0.0935, -4.4715], [-2.0010, 0.6620, -3.3951], [1.7878, 0.0158, 1.1598], [0.8389, -0.1323, -2.4877], [-2.1226, -0.7470, 1.2541]],
  "forces_ev_per_a": [[1.0, -0.1, 0.6], [0.7, -0.6, -1.3], [-1.0, 0.4, -1.1], [-0.6, -0.2, 0.3], [-0.8, -0.5, 0.7], [1.0, -1.4, -0.2], [-1.8, -2.3, 0.4], [-0.1, 0.5, -0.6], [0.5, -0.7, -0.1], [0.1, -1.2, 1.2], [-0.6, 0.0, -0.8], [-0.5, 1.4, 0.0], [0.2, 0.3, -0.1], [0.8, 1.4, 0.7], [-1.7, -0.7, -0.1], [2.5, 0.3, 0.6], [-0.8, 0.5, 0.1], [-0.3, 0.6, 1.0], [-0.1, 2.1, -0.4], [-0.5, -0.9, 0.3], [2.4, -0.1, -0.5], [-0.1, 0.2, -0.1], [-0.1, 0.5, -0.7], [0.0, 0.5, 0.2]],
  "mulliken_charge": [-1.016, -1.714, -1.325, -0.907, 0.434, 0.540, -0.121, -0.467, -0.208, 0.070, 0.299, 0.367, 0.386, 0.443, 0.383, 0.434, 0.467, 0.266, 0.378, 0.299, 0.285, 0.266, 0.320, 0.122]
}